DFT (ωB97M-V/def2-TZVPD) results for a 16-piece molecular cluster, C80H176F24N8O32 overall at a distorted geometry.

```
320
C80H176F24N8O32, DFT ωB97M-V/def2-TZVPD
C -0.159 -0.704 -0.846
O 0.119 0.545 -0.200
O 0.155 -0.517 -2.229
C 0.135 -1.986 0.071
F 1.290 -2.159 0.688
F -0.907 -2.148 0.939
F 0.132 -3.185 -0.582
C -0.179 0.925 1.184
C 0.093 2.402 1.278
H 1.138 2.651 1.093
H -0.434 2.866 0.444
H -0.274 2.801 2.223
H 0.335 0.250 1.869
H -1.238 0.706 1.319
H -1.248 -0.744 -0.848
C 6.953 7.985 -0.402
O 5.864 7.024 -0.309
O 6.974 8.725 0.763
C 8.206 7.341 -1.108
F 7.711 6.599 -2.146
F 9.051 8.316 -1.586
F 8.881 6.483 -0.351
C 5.950 5.859 0.461
C 5.479 4.642 -0.398
H 6.301 4.321 -1.038
H 5.054 3.840 0.206
H 4.615 4.945 -0.989
H 5.274 6.137 1.270
H 6.939 5.580 0.822
H 6.640 8.715 -1.148
C 0.435 -6.697 -2.558
O 0.083 -6.636 -3.972
O 0.290 -8.035 -2.123
C 1.848 -5.959 -2.473
F 2.915 -6.511 -1.868
F 2.312 -5.732 -3.697
F 1.711 -4.798 -1.825
C -1.293 -6.561 -4.309
C -1.374 -6.861 -5.777
H -0.885 -6.455 -6.663
H -0.953 -7.863 -5.858
H -2.448 -6.761 -5.939
H -1.660 -5.591 -3.972
H -1.910 -7.316 -3.823
H -0.246 -6.072 -1.981
C -0.028 2.468 5.495
O 0.871 3.498 5.494
O -0.176 1.832 6.790
C -1.400 2.989 4.857
F -2.155 3.781 5.600
F -1.285 3.724 3.715
F -2.126 1.923 4.522
C 2.159 3.601 4.675
C 2.989 4.887 4.992
H 2.363 5.773 5.100
H 3.526 4.652 5.911
H 3.711 5.095 4.202
H 1.877 3.537 3.624
H 2.740 2.709 4.909
H 0.360 1.764 4.758
C -7.385 -1.283 -2.008
O -6.378 -1.423 -0.998
O -7.981 -2.571 -2.044
C -8.115 0.056 -1.816
F -7.431 1.202 -1.983
F -9.040 0.278 -2.739
F -8.650 0.132 -0.542
C -5.347 -0.423 -0.805
C -4.575 -0.909 0.398
H -5.184 -0.781 1.293
H -4.344 -1.973 0.357
H -3.764 -0.213 0.613
H -5.802 0.523 -0.508
H -4.742 -0.243 -1.693
H -6.799 -1.223 -2.925
C -0.879 8.875 1.713
O -0.366 7.588 1.319
O -2.090 8.920 0.972
C -0.961 9.128 3.282
F -1.246 10.410 3.632
F -1.853 8.276 3.885
F 0.137 8.886 3.976
C 1.015 7.307 1.591
C 1.102 5.790 1.375
H 0.167 5.233 1.429
H 1.574 5.581 0.415
H 1.828 5.401 2.090
H 1.403 7.332 2.610
H 1.745 7.744 0.910
H -0.247 9.722 1.443
C -3.148 2.451 -5.677
O -4.581 2.439 -5.699
O -2.773 1.326 -6.483
C -2.652 3.954 -5.867
F -3.216 4.959 -5.098
F -1.322 4.089 -5.729
F -2.804 4.423 -7.075
C -5.265 1.555 -4.778
C -6.675 1.599 -5.379
H -7.279 2.433 -5.021
H -6.807 1.574 -6.460
H -7.196 0.754 -4.928
H -5.165 1.953 -3.768
H -5.006 0.497 -4.823
H -2.926 2.157 -4.651
C 4.519 -1.089 -5.198
O 4.676 -1.861 -3.946
O 3.244 -0.523 -5.030
C 5.787 -0.246 -5.351
F 5.731 0.916 -4.681
F 6.888 -0.782 -4.815
F 6.082 -0.041 -6.668
C 5.060 -3.202 -4.046
C 5.591 -3.516 -2.638
H 5.905 -4.559 -2.625
H 6.431 -2.880 -2.356
H 4.915 -3.264 -1.821
H 5.793 -3.428 -4.821
H 4.244 -3.917 -4.151
H 4.501 -1.794 -6.029
C 10.046 -8.590 3.506
O 9.235 -7.940 4.456
C 9.207 -8.403 5.749
C 8.429 -7.435 6.593
N 6.999 -6.911 6.025
H 6.347 -7.673 5.906
H 6.635 -6.338 6.772
C 7.011 -6.137 4.679
C 5.653 -5.422 4.594
O 4.581 -6.171 4.880
C 3.309 -5.716 4.636
H 9.469 -9.482 3.263
H 11.013 -9.018 3.768
H 10.167 -7.942 2.637
H 10.215 -8.476 6.156
H 8.720 -9.374 5.833
H 9.002 -6.527 6.784
H 8.093 -7.879 7.530
H 7.354 -6.783 3.870
H 7.699 -5.299 4.795
H 5.585 -4.951 3.613
H 5.540 -4.695 5.397
H 2.994 -4.938 5.333
H 2.567 -6.514 4.620
H 3.296 -5.323 3.619
C -2.676 4.709 -2.020
O -2.394 6.019 -2.230
C -1.176 6.457 -1.760
C -0.930 7.824 -2.493
N -2.017 8.811 -2.007
H -2.195 8.653 -1.026
H -1.623 9.740 -2.021
C -3.387 8.915 -2.680
C -3.245 9.764 -4.023
O -4.272 9.355 -4.985
C -3.932 8.178 -5.722
H -2.016 4.092 -2.631
H -3.610 4.410 -2.496
H -2.602 4.507 -0.951
H -0.454 5.643 -1.833
H -1.149 6.563 -0.676
H -0.797 7.896 -3.573
H -0.081 8.266 -1.973
H -4.132 9.308 -1.988
H -3.711 7.879 -2.775
H -2.286 9.799 -4.541
H -3.592 10.785 -3.866
H -4.842 7.954 -6.280
H -3.680 7.296 -5.134
H -3.107 8.419 -6.393
C 0.827 -3.349 -8.459
O 0.481 -3.392 -7.128
C 1.610 -3.517 -6.266
C 1.134 -3.212 -4.866
N 0.631 -1.790 -4.745
H 0.357 -1.630 -3.786
H 1.485 -1.263 -4.854
C -0.582 -1.305 -5.562
C -1.830 -2.262 -5.597
O -2.309 -2.500 -4.334
C -2.951 -1.406 -3.653
H -0.088 -3.202 -9.034
H 1.207 -4.328 -8.749
H 1.604 -2.645 -8.756
H 2.408 -2.864 -6.618
H 1.978 -4.543 -6.246
H 1.944 -3.345 -4.148
H 0.173 -3.626 -4.561
H -0.054 -1.070 -6.487
H -0.811 -0.414 -4.978
H -1.856 -3.038 -6.362
H -2.650 -1.661 -5.989
H -3.878 -1.842 -3.279
H -3.237 -0.550 -4.264
H -2.442 -1.007 -2.775
C -3.945 2.925 1.211
O -4.156 4.242 1.428
C -4.346 4.622 2.788
C -3.652 5.996 2.942
N -4.048 6.962 1.799
H -3.403 7.739 1.779
H -3.777 6.500 0.943
C -5.489 7.504 1.757
C -5.926 8.272 0.501
O -5.634 7.587 -0.630
C -6.521 7.945 -1.648
H -3.334 2.556 2.035
H -3.730 2.565 0.204
H -4.876 2.395 1.410
H -3.947 4.021 3.605
H -5.385 4.874 3.003
H -2.576 5.830 2.888
H -3.791 6.388 3.949
H -5.425 8.095 2.670
H -6.136 6.636 1.886
H -5.511 9.236 0.210
H -6.988 8.493 0.612
H -7.569 7.830 -1.371
H -6.283 7.541 -2.632
H -6.410 9.000 -1.899
C 3.862 1.302 2.000
O 3.912 1.284 0.595
C 3.683 -0.010 0.162
C 3.810 -0.155 -1.344
N 2.797 0.660 -2.249
H 3.039 0.639 -3.229
H 1.861 0.284 -2.200
C 2.834 2.153 -1.906
C 2.014 2.806 -2.901
O 2.735 2.617 -4.115
C 2.252 3.141 -5.271
H 2.848 1.259 2.398
H 4.262 2.249 2.363
H 4.400 0.534 2.555
H 2.651 -0.301 0.355
H 4.355 -0.782 0.538
H 3.570 -1.184 -1.609
H 4.765 0.213 -1.720
H 3.895 2.391 -1.830
H 2.400 2.178 -0.907
H 1.896 3.853 -2.624
H 1.128 2.180 -3.012
H 1.170 3.158 -5.405
H 2.661 2.637 -6.146
H 2.604 4.173 -5.291
C 5.083 -7.826 0.005
O 3.827 -8.034 0.744
C 3.156 -9.216 0.421
C 1.857 -9.406 1.196
N 0.754 -8.302 0.984
H 0.427 -8.202 0.034
H -0.081 -8.736 1.351
C 1.082 -6.944 1.594
C -0.195 -6.192 1.926
O -0.995 -7.046 2.699
C -2.226 -6.502 3.236
H 5.740 -8.696 0.034
H 5.654 -7.077 0.553
H 4.769 -7.286 -0.888
H 3.770 -10.080 0.675
H 3.185 -9.286 -0.666
H 2.051 -9.516 2.263
H 1.213 -10.206 0.830
H 1.780 -6.382 0.973
H 1.606 -7.329 2.469
H -0.529 -6.067 0.896
H -0.016 -5.214 2.372
H -3.073 -6.729 2.588
H -2.255 -5.433 3.446
H -2.508 -6.977 4.175
C -7.088 0.035 3.263
O -6.979 -1.371 2.816
C -8.243 -1.819 2.208
C -8.141 -3.291 1.729
N -6.721 -3.444 1.044
H -6.665 -2.696 0.367
H -5.978 -3.357 1.722
C -6.614 -4.823 0.309
C -5.310 -4.907 -0.440
O -4.082 -4.657 0.286
C -3.009 -4.598 -0.583
H -7.825 0.099 4.065
H -7.405 0.771 2.525
H -6.116 0.357 3.634
H -8.517 -1.251 1.319
H -9.109 -1.771 2.868
H -8.867 -3.658 1.004
H -8.049 -4.073 2.483
H -7.437 -4.948 -0.394
H -6.673 -5.498 1.162
H -5.490 -4.250 -1.291
H -5.165 -5.855 -0.958
H -2.646 -5.583 -0.875
H -2.111 -4.132 -0.178
H -3.166 -4.034 -1.503
C 0.135 -2.791 3.715
O 0.303 -2.569 5.089
C -0.552 -1.581 5.554
C -0.450 -1.452 7.185
N 0.984 -1.306 7.694
H 1.386 -0.495 7.246
H 0.880 -0.985 8.646
C 1.845 -2.540 7.611
C 3.292 -2.039 7.649
O 3.751 -0.834 6.969
C 3.481 -0.986 5.649
H 1.050 -3.187 3.273
H 0.144 -1.862 3.145
H -0.834 -3.162 3.380
H -1.597 -1.736 5.289
H -0.191 -0.587 5.289
H -0.806 -2.266 7.817
H -0.960 -0.612 7.656
H 1.625 -3.245 6.809
H 1.523 -3.116 8.478
H 3.859 -2.912 7.325
H 3.696 -1.921 8.654
H 2.515 -0.663 5.261
H 3.690 -1.869 5.044
H 4.160 -0.337 5.094
```

Results
HOMO-LUMO gap (eV): 1.49
Total charge: 0
Spin multiplicity: 1
LUMO energy (hartree): -0.0999

Results of the Löwdin charge analysis, in e, for atoms 1 through 5: atom 1 (C): -0.364, atom 2 (O): -0.123, atom 3 (O): -0.218, atom 4 (C): -0.499, atom 5 (F): 0.128